1.
27
Properties=species:S:1:pos:R:3 method="wB97M-V/def2-TZVPD" de_lowest_ev=1.460 gap_ev=9.86
C -3.149 -0.288 -0.269
C -3.057 1.194 -0.210
C -1.904 1.699 0.186
C -0.868 -0.493 0.645
C 4.144 0.230 -0.259
C 3.033 1.277 -0.064
C 1.646 0.547 -0.212
C 2.028 -0.863 -0.681
C 3.434 -1.110 -0.022
H -1.899 -2.032 -0.168
H -4.041 1.818 -0.253
H -1.701 2.731 0.212
H 0.006 1.457 0.708
H 4.502 0.245 -1.293
H 4.994 0.316 0.410
H 3.156 2.062 -0.798
H 3.133 1.696 0.954
H 1.060 1.036 -0.945
H 1.135 0.510 0.768
H 2.044 -0.851 -1.776
H 1.228 -1.650 -0.444
H 4.003 -1.989 -0.362
H 3.255 -1.207 1.086
N -1.893 -0.987 -0.118
N -0.796 0.961 0.441
O -4.145 -0.945 -0.644
O -0.091 -1.194 1.264

=====

2.
152
Properties=species:S:1:pos:R:3 method="wB97M-V/def2-TZVPD" gap_ev=10.32
C -0.645 -6.840 -0.019
C -1.179 -5.720 -1.030
Cl -0.276 -5.650 -2.627
C -2.766 -5.813 -1.330
O -3.059 -4.751 -2.289
C -3.399 -3.555 -1.573
O -4.573 -3.431 -1.206
N -2.301 -2.633 -1.316
C -1.748 -2.007 -2.558
C -0.148 -2.013 -2.654
C 0.602 -2.210 -1.257
C 2.113 -2.690 -1.552
O 2.754 -2.048 -2.402
O 2.715 -3.803 -0.892
P -2.650 -1.461 -0.065
O -1.578 -0.344 -0.009
O -2.493 -2.304 1.420
O -4.137 -0.684 -0.207
H 0.387 -6.479 0.339
H -1.333 -6.811 0.902
H -0.586 -7.865 -0.499
H -1.017 -4.711 -0.504
H -2.991 -6.856 -1.756
H -3.405 -5.740 -0.377
H -2.120 -2.647 -3.440
H -2.125 -0.952 -2.751
H 0.247 -2.828 -3.357
H 0.178 -0.989 -3.058
H 0.116 -2.961 -0.555
H 0.713 -1.237 -0.653
H 2.297 -4.630 -1.233
H -1.553 -2.597 1.501
H -4.047 0.195 -0.627
C 0.558 -8.947 6.533
O 0.465 -8.628 5.151
P -0.506 -7.453 4.670
O -0.440 -7.166 3.221
O -0.118 -6.218 5.615
C 1.175 -5.652 5.449
O -1.941 -7.887 5.224
C -3.034 -7.858 4.312
H 1.600 -8.839 6.842
H -0.063 -8.300 7.153
H 0.254 -9.985 6.681
H 1.572 -5.836 4.448
H 1.853 -6.077 6.192
H 1.107 -4.575 5.609
H -3.013 -8.754 3.688
H -3.002 -6.967 3.682
H -3.964 -7.844 4.880
C 9.155 -1.737 -5.075
O 7.935 -1.458 -5.746
P 6.727 -0.777 -4.948
O 5.549 -0.459 -5.782
O 7.402 0.489 -4.232
C 7.866 1.538 -5.071
O 6.454 -1.770 -3.729
C 5.100 -2.164 -3.504
H 9.962 -1.215 -5.595
H 9.141 -1.417 -4.032
H 9.348 -2.811 -5.117
H 7.340 1.552 -6.028
H 8.936 1.413 -5.247
H 7.701 2.488 -4.564
H 4.829 -2.959 -4.202
H 4.421 -1.322 -3.621
H 5.009 -2.540 -2.487
C -3.545 3.400 1.624
O -2.783 4.386 0.942
P -1.348 4.813 1.507
O -0.621 5.780 0.658
O -0.593 3.421 1.732
C -0.267 2.662 0.571
O -1.654 5.301 3.001
C -1.117 6.556 3.402
H -3.748 2.581 0.931
H -3.026 3.003 2.498
H -4.494 3.837 1.940
H -0.186 3.294 -0.316
H -1.035 1.904 0.407
H 0.689 2.164 0.737
H -1.745 7.362 3.018
H -0.093 6.681 3.044
H -1.108 6.604 4.492
C 5.658 4.514 -3.207
O 4.817 4.183 -2.112
P 3.231 4.136 -2.314
O 2.480 3.692 -1.120
O 3.029 3.216 -3.610
C 3.376 1.842 -3.491
O 2.868 5.596 -2.854
C 1.798 6.286 -2.213
H 6.353 3.688 -3.367
H 5.097 4.687 -4.126
H 6.228 5.411 -2.960
H 3.330 1.504 -2.453
H 4.385 1.686 -3.878
H 2.676 1.252 -4.084
H 2.155 6.728 -1.282
H 0.960 5.617 -2.007
H 1.450 7.082 -2.873
C -8.277 7.465 3.736
O -7.514 8.451 3.055
P -6.078 8.875 3.618
O -5.354 9.843 2.769
O -5.321 7.480 3.840
C -4.997 6.723 2.680
O -6.377 9.356 5.114
C -5.837 10.609 5.521
H -8.483 6.648 3.040
H -7.758 7.064 4.607
H -9.225 7.903 4.053
H -4.920 7.356 1.793
H -5.767 5.965 2.518
H -4.041 6.226 2.844
H -6.466 11.417 5.143
H -4.815 10.736 5.160
H -5.825 10.648 6.610
C 3.811 6.661 3.317
O 3.333 7.815 3.996
P 3.904 9.260 3.615
O 3.258 10.379 4.333
O 3.769 9.322 2.020
C 2.454 9.346 1.478
O 5.483 9.120 3.836
C 6.130 10.128 4.603
H 2.961 6.159 2.850
H 4.544 6.906 2.546
H 4.266 5.984 4.041
H 1.729 9.739 2.194
H 2.164 8.334 1.188
H 2.454 9.981 0.592
H 5.973 9.934 5.666
H 5.757 11.122 4.349
H 7.199 10.097 4.392
C -4.149 -10.061 -6.551
O -4.174 -9.503 -5.244
P -4.373 -10.455 -3.976
O -4.287 -9.759 -2.672
O -3.285 -11.613 -4.186
C -1.916 -11.243 -4.096
O -5.754 -11.205 -4.273
C -6.726 -11.228 -3.233
H -3.198 -9.799 -7.019
H -4.252 -11.147 -6.543
H -4.960 -9.629 -7.139
H -1.779 -10.343 -3.493
H -1.522 -11.070 -5.099
H -1.363 -12.063 -3.637
H -7.258 -10.275 -3.210
H -6.264 -11.418 -2.262
H -7.439 -12.027 -3.437

=====

3.
15
Properties=species:S:1:pos:R:3 method="wB97M-V/def2-TZVPD" de_lowest_ev=4.592 gap_ev=8.33
C -2.019 0.056 0.173
C 0.414 -1.897 -0.015
C -1.100 0.815 0.845
C 0.663 0.359 -0.562
N -2.822 -0.536 -0.404
N 1.421 1.504 -0.424
O 1.230 -0.757 0.007
H -0.362 -1.707 0.605
H 1.137 -2.628 0.137
H 0.108 -1.909 -1.089
H -1.035 1.809 0.659
H -0.734 0.367 1.808
H 0.096 0.419 -1.501
H 1.837 1.674 0.465
H 1.166 2.431 -0.705

=====

4.
38
Properties=species:S:1:pos:R:3 method="wB97M-V/def2-TZVPD" multiplicity=3 de_lowest_ev=0.306 gap_ev="6.36 / 7.64"
Ti 0.555 0.243 -0.028
C -0.326 -3.869 -0.836
C -0.199 -2.489 -0.289
N 0.569 -1.571 -0.832
N 1.470 -1.904 -1.838
C 2.575 -1.240 -1.629
N 3.565 -1.365 -2.549
S 2.918 -0.189 -0.243
C -0.713 -2.074 0.999
C -1.658 -2.792 1.757
C -1.973 -2.373 3.021
C -1.333 -1.243 3.563
C -0.441 -0.568 2.777
N -0.157 -0.939 1.510
H 0.661 -4.238 -1.117
H -0.935 -3.878 -1.743
H -0.765 -4.557 -0.117
H 3.446 -2.054 -3.272
H 4.486 -1.035 -2.336
H -2.131 -3.664 1.329
H -2.706 -2.916 3.602
H -1.530 -0.906 4.570
H 0.080 0.311 3.135
F 1.238 4.578 -2.697
C 1.436 3.308 -2.342
F 2.111 2.673 -3.293
F 2.123 3.275 -1.205
S -0.234 2.544 -2.185
O -0.036 1.106 -1.896
O -0.872 2.865 -3.409
N -0.851 3.277 -0.919
S -0.988 2.475 0.415
O 0.303 2.183 1.075
O -1.798 1.274 0.322
C -1.824 3.727 1.477
F -2.165 3.114 2.605
F -0.996 4.720 1.743
F -2.905 4.186 0.876